# 1
C29H43N7O2OsSSi | ωB97M-V/def2-TZVPD

Its net charge is +2. Its relative energy (zero: lowest compared OMol25 entry of this formula, charge and spin) is 0.784 eV. Its spin multiplicity is 5. For the total energy, the calculation gives -2442.547541 Eh. As for the HOMO energy (alpha / beta): -13.187 / -13.299 eV.

Structure (XYZ):
```
84
Properties=species:S:1:pos:R:3:forces:R:3
Os -1.560 0.599 -1.235 -0.28 -0.21 0.19
C 2.752 -0.813 4.410 0.06 0.00 -0.03
Si 2.657 0.546 3.130 -0.03 -0.05 0.07
C 3.008 2.212 3.889 0.01 -0.01 -0.02
C 3.833 0.207 1.732 0.03 0.01 0.01
C 0.803 0.629 2.629 0.00 0.08 0.09
C -0.088 0.931 3.670 -0.01 0.00 -0.03
C -1.438 1.114 3.440 -0.02 0.01 -0.02
C -1.907 1.006 2.134 0.01 0.08 0.00
N -1.106 0.704 1.128 0.02 0.04 0.04
C 0.224 0.502 1.358 -0.07 -0.02 -0.13
S 1.078 0.061 -0.074 0.00 -0.08 0.17
H 3.757 -0.843 4.834 0.03 0.01 0.01
H 2.560 -1.798 3.980 -0.03 -0.01 -0.03
H 2.059 -0.665 5.238 -0.04 0.02 0.03
H 4.044 2.249 4.229 0.03 0.00 0.01
H 2.377 2.425 4.752 -0.03 0.00 0.03
H 2.871 3.020 3.168 0.00 0.02 -0.02
H 4.842 0.242 2.151 0.03 0.00 -0.01
H 3.775 0.950 0.937 0.00 0.03 -0.02
H 3.695 -0.774 1.280 -0.01 -0.03 0.00
H 0.284 1.040 4.682 0.03 0.00 0.03
H -2.119 1.363 4.242 -0.01 0.00 0.01
H -2.948 1.190 1.891 -0.02 0.01 0.00
C 1.399 4.924 -0.246 0.01 0.04 -0.02
C 1.280 3.408 -0.091 -0.02 0.01 0.02
C 1.839 2.655 -1.274 0.10 -0.13 -0.01
C 3.223 2.598 -1.449 -0.08 -0.02 0.03
C 3.772 1.917 -2.517 -0.03 -0.01 -0.03
C 2.948 1.273 -3.432 0.03 0.02 0.02
C 1.563 1.300 -3.311 0.09 0.04 0.04
C 0.700 0.608 -4.338 -0.09 0.06 0.02
C 1.098 -0.843 -4.588 -0.01 -0.08 -0.05
C 1.034 2.009 -2.231 -0.06 0.04 0.00
N -0.389 2.060 -2.041 0.07 -0.11 -0.09
C -1.014 3.192 -2.287 -0.11 0.06 0.00
C -2.354 3.283 -1.897 0.08 0.00 0.05
C -3.354 4.255 -1.942 -0.02 -0.08 -0.02
C -4.465 3.704 -1.299 0.02 0.02 -0.01
C -4.105 2.427 -0.881 0.07 0.02 0.14
N -2.824 2.162 -1.224 0.05 0.14 -0.25
H 0.996 5.439 0.625 0.00 0.00 0.01
H 0.858 5.275 -1.126 -0.02 0.01 0.00
H 2.440 5.225 -0.365 0.01 -0.01 -0.01
H 0.237 3.138 0.085 0.02 0.00 0.00
H 1.832 3.091 0.801 0.01 0.05 -0.01
H 3.864 3.100 -0.733 0.02 0.01 0.01
H 4.845 1.888 -2.646 0.02 -0.01 0.00
H 3.394 0.750 -4.267 0.01 0.00 -0.01
H 0.756 1.173 -5.272 0.02 0.00 -0.01
H -0.348 0.649 -4.031 0.03 -0.02 -0.02
H 2.129 -0.929 -4.930 0.00 0.01 -0.01
H 0.464 -1.281 -5.359 -0.01 0.01 0.00
H 0.984 -1.436 -3.682 0.01 -0.01 0.03
H -0.475 4.010 -2.755 -0.03 0.02 0.01
H -3.279 5.231 -2.390 0.01 0.04 0.00
H -5.424 4.169 -1.150 -0.02 0.01 0.00
H -4.711 1.713 -0.344 -0.02 -0.01 -0.02
N -3.075 -0.873 -0.767 -0.01 -0.12 -0.05
C -2.426 -2.120 -0.288 0.03 -0.04 -0.09
C -3.413 -3.291 -0.317 0.03 0.03 -0.01
C -2.905 -4.688 0.042 -0.02 -0.03 0.01
C -2.316 -4.866 1.443 0.04 0.02 0.00
N -0.928 -4.414 1.578 0.01 -0.04 0.00
C 0.107 -4.992 0.976 0.03 -0.01 0.01
N -0.020 -6.178 0.394 -0.04 0.00 -0.05
N 1.312 -4.414 1.025 -0.02 0.00 0.07
C -1.162 -2.283 -1.160 0.16 -0.06 0.05
O -0.496 -3.298 -1.086 -0.08 -0.02 -0.02
O -0.869 -1.263 -1.900 0.02 0.21 -0.29
H -3.850 -0.573 -0.181 0.07 -0.08 0.13
H -3.487 -1.090 -1.676 -0.10 0.10 0.04
H -2.079 -1.921 0.731 -0.04 0.01 -0.01
H -3.834 -3.353 -1.326 0.01 0.02 0.00
H -4.246 -3.030 0.344 0.00 -0.02 0.02
H -2.182 -5.008 -0.707 0.00 0.00 0.00
H -3.760 -5.363 -0.035 0.00 0.01 0.01
H -2.365 -5.914 1.750 -0.01 0.00 -0.02
H -2.891 -4.324 2.195 -0.01 0.01 -0.03
H -0.755 -3.523 2.010 0.01 0.00 0.02
H -0.906 -6.649 0.347 0.01 0.00 0.03
H 0.750 -6.597 -0.097 0.00 0.01 0.00
H 1.371 -3.435 1.245 0.01 0.02 -0.05
H 2.056 -4.776 0.453 0.01 -0.01 0.01
```
Positions in Å, forces in eV/Å.

These are the Löwdin partial charges, in e, on atoms 1 to 8: 1.552 -0.163 0.513 -0.155 -0.193 -0.209 -0.050 -0.008

# 2
C6H14O5S | ωB97M-V/def2-TZVPD

Its net charge is 0. Its relative energy (zero: lowest compared OMol25 entry of this formula, charge and spin) is 3.682 eV. For the total energy, the calculation gives -1011.222386 Eh. As for the HOMO energy: -7.761 eV.

Structure (XYZ):
```
26
Properties=species:S:1:pos:R:3:forces:R:3
C 1.704 -2.076 -0.329 -1.15 -0.24 0.32
C 1.016 1.757 0.405 1.00 -0.63 -1.21
C 2.002 -0.727 0.252 0.35 -0.94 3.08
C 0.880 0.274 -0.037 0.85 1.09 -4.32
C -2.994 1.048 0.205 1.07 -1.92 0.58
C -1.310 -0.547 -0.184 -2.44 2.45 -1.35
O 2.205 2.467 0.035 -3.27 1.75 0.18
O 3.332 -0.315 -0.071 -0.62 1.92 -0.14
O -4.169 0.391 0.414 -0.19 -1.75 -2.95
O -2.999 1.844 -0.939 -2.33 -1.19 1.55
O -0.300 -0.051 0.602 -0.64 -1.80 1.05
S -2.014 -2.172 -0.084 0.38 0.19 -0.09
H 2.055 -2.027 -1.368 -0.60 -0.33 -0.04
H 2.239 -2.926 0.181 -0.66 0.92 -0.34
H 0.566 -2.133 -0.183 1.83 -0.87 -0.68
H 0.898 1.689 1.488 -0.10 0.51 0.07
H 0.139 2.242 -0.100 0.85 -0.01 0.80
H 1.789 -0.793 1.377 1.18 -0.18 -0.80
H 0.644 0.138 -1.204 0.83 0.91 2.03
H -2.781 1.474 1.254 0.47 -0.10 -1.91
H -1.048 -0.498 -1.267 -0.26 0.53 0.65
H 2.957 1.948 -0.025 2.05 -2.15 0.00
H 4.075 -0.929 -0.054 -0.91 -0.55 0.31
H -4.384 -0.235 -0.408 0.74 1.96 2.38
H -2.135 2.122 -1.108 2.22 0.72 -0.42
H -2.366 -1.965 1.148 -0.64 -0.30 1.26
```
Positions in Å, forces in eV/Å.

These are the Löwdin partial charges, in e, on atoms 1 to 8: -0.045 -0.144 -0.397 -0.340 -0.292 -0.591 -0.028 -0.028

Look up the relative energy (zero: lowest compared OMol25 entry of this formula, charge and spin) of the second one. 3.682 eV

Which of these has the lowest net charge? C6H14O5S